Record 1
This record from OMol25 describes C39H35ClMgN2Si2 as an isolated structure. The level of theory is the ωB97M-V functional and the def2-TZVPD basis.

Geometry as XYZ:
```
80
Properties=species:S:1:pos:R:3:forces:R:3
C -1.93363 -0.69189 4.69102 -0.03 -0.62 -1.28
C -2.37035 -0.09718 3.46147 0.06 -0.63 0.29
C -2.12233 -1.02998 2.39897 0.14 0.21 0.38
H -2.89397 0.84703 3.35908 0.05 -0.13 0.00
C -1.49844 -2.18005 2.97455 0.03 0.18 0.58
C -1.39983 -1.97871 4.38910 -0.69 0.80 -0.93
H -1.05169 -2.70447 5.10689 0.17 0.03 0.02
H -2.06042 -0.27410 5.67439 0.12 0.14 0.11
H -2.44578 -0.92693 1.36531 0.16 -0.09 0.24
H -1.24692 -3.08593 2.43012 -0.01 0.21 0.09
Mg -0.07701 -0.16981 2.89665 -0.38 -0.38 0.17
Si 0.85854 0.19407 -1.06314 -0.28 -0.24 -1.63
C -0.31303 1.68273 -1.03512 0.70 0.82 0.58
C 0.15802 2.91553 -1.54981 0.27 -0.43 -0.47
H 1.21015 3.04031 -1.86657 -0.68 -0.42 -0.03
C -0.68246 3.99946 -1.72309 -0.41 0.34 0.54
H -0.34867 4.90155 -2.23052 0.12 -0.16 0.14
C -1.97294 3.96260 -1.18907 -0.02 -0.19 -0.20
H -2.61870 4.85044 -1.27394 0.23 -0.61 0.06
C -2.39985 2.80080 -0.53833 -0.07 0.49 0.22
H -3.37315 2.81414 -0.05736 0.00 -0.15 -0.05
C -1.58035 1.67208 -0.44215 -0.21 -0.01 0.18
H -1.93901 0.80824 0.16607 0.29 0.57 -0.85
C -0.14609 -1.40561 -1.14189 -0.27 -0.33 1.84
C -1.40189 -1.44469 -1.76950 0.07 -0.74 -0.14
H -1.83984 -0.53546 -2.18966 0.27 -0.30 -0.08
C -2.12677 -2.64355 -1.84443 0.35 0.23 0.31
H -3.06225 -2.67629 -2.38340 -0.14 0.08 0.00
C -1.66059 -3.79920 -1.20928 -0.21 0.39 -0.29
H -2.25775 -4.72046 -1.23939 0.41 0.40 -0.04
C -0.46822 -3.73240 -0.50213 0.28 -0.47 0.40
H -0.13685 -4.64883 0.00047 0.03 0.41 -0.03
C 0.28048 -2.55283 -0.41967 -0.92 0.17 -0.79
H 1.16094 -2.52161 0.22434 0.03 0.04 -0.34
H 1.19367 0.19930 0.43126 -0.05 -0.22 1.00
Si 1.47295 0.08574 -3.40023 0.24 0.50 -1.87
C 1.01492 -1.53860 -4.29015 0.15 0.35 0.09
C 0.27714 -1.56543 -5.48148 0.01 -0.61 0.44
H 0.02335 -0.62930 -5.96462 -0.17 -0.06 0.02
C -0.10148 -2.78677 -6.04367 0.43 -0.04 0.17
H -0.67380 -2.79891 -6.96430 0.06 -0.06 -0.02
C 0.28906 -3.98594 -5.43918 -0.07 0.23 0.07
H 0.05326 -4.93279 -5.93492 -0.06 0.27 0.37
C 1.02650 -3.96026 -4.24548 -0.06 0.31 -0.74
H 1.28281 -4.89667 -3.77465 0.21 -0.09 0.08
C 1.44262 -2.74007 -3.71091 -0.55 -0.52 -0.31
H 2.10144 -2.75691 -2.84288 -0.27 0.17 -0.01
C 0.71903 1.50472 -4.42211 -0.17 -0.31 -0.14
C -0.67949 1.51278 -4.37177 0.05 0.97 -0.50
H -1.19433 0.74768 -3.79847 -0.04 0.08 0.00
C -1.41369 2.50657 -5.02296 0.39 -0.14 -0.05
H -2.49621 2.51584 -4.91552 0.13 0.11 -0.20
C -0.73921 3.46366 -5.79372 0.10 -0.19 0.01
H -1.31473 4.20683 -6.35311 0.25 -0.17 0.24
C 0.66307 3.44071 -5.88514 -0.01 -0.04 0.17
H 1.18536 4.18121 -6.50222 -0.26 -0.25 0.23
C 1.40308 2.47863 -5.18225 -1.10 -0.34 0.29
H 2.48700 2.44395 -5.21203 -0.05 0.11 -0.10
H 2.92042 0.23364 -3.82179 -0.53 -0.11 -0.26
Cl 3.08997 0.30526 -1.41017 1.28 0.17 2.62
C -0.31259 3.62515 5.23307 0.33 -0.91 -0.26
C 0.65332 3.42166 6.22260 -0.30 -0.12 -0.33
C 1.38597 2.23691 6.20460 0.35 -0.66 -0.03
C 1.17245 1.27258 5.20870 -1.28 1.42 -0.53
N 0.23314 1.49410 4.23282 0.57 0.59 0.52
C -0.49237 2.63090 4.25026 0.64 0.06 0.62
C 1.85155 -0.03483 5.16861 0.50 -1.58 -0.40
C 2.81704 -0.42973 6.10840 -0.33 -0.02 -0.32
C 3.35382 -1.72590 6.06412 -0.38 0.80 0.01
C 2.89254 -2.59598 5.09043 -0.07 -0.44 -0.24
C 1.94006 -2.16037 4.17411 -0.13 0.91 -0.03
N 1.44859 -0.89831 4.18706 0.77 -0.20 0.68
H -0.92749 4.50986 5.20702 -0.01 0.09 0.01
H 0.81717 4.16565 7.00867 -0.04 -0.32 -0.34
H 2.13223 2.01322 6.97438 -0.40 0.36 -0.28
H -1.24237 2.76155 3.46328 0.35 -0.16 0.25
H 3.11284 0.29082 6.86607 0.12 -0.36 -0.10
H 4.09911 -2.02894 6.79790 -0.18 0.03 -0.22
H 3.25190 -3.62582 5.02305 -0.09 0.41 0.06
H 1.54104 -2.82640 3.39730 0.21 0.37 0.36
```
Positions in Å, forces in eV/Å.

Calculated values
2S+1   1
Energy relative to the best compared isomer or geometry (same formula, charge and spin)   0.00 kJ/mol
LUMO level   -1.84 eV
DFT total energy   -77713.76588 eV

Record 2
This record from OMol25 describes C39H36BFINNbO8 as an isolated structure. The level of theory is the ωB97M-V functional and the def2-TZVPD basis.

Geometry as XYZ:
```
88
Properties=species:S:1:pos:R:3:forces:R:3
C 0.46084 4.03657 2.55658 0.07 -0.06 0.48
B -0.89501 3.15986 2.11288 -0.57 1.00 2.33
O -2.06340 3.27986 3.01834 1.50 1.50 -1.98
Nb -0.90155 1.80868 0.21492 2.81 0.85 -1.65
O -0.56064 3.60043 -0.89452 -0.06 -2.30 -0.60
I -0.78950 0.16963 -2.12338 -0.35 -0.14 0.02
C -1.17926 0.04339 1.61468 -0.54 -1.10 0.73
C -2.61585 -0.73069 1.52062 0.69 -0.87 1.85
F -2.64975 -1.61860 0.31918 -0.26 1.82 2.07
O 1.20089 1.60604 0.51282 -1.72 -0.34 -2.58
C 1.91843 1.50736 -0.76733 2.44 0.66 1.14
C 3.44866 2.11508 -0.47226 -1.10 0.70 1.17
C 4.40388 1.04404 0.33093 -0.99 0.42 -0.42
O 4.01960 2.60255 -1.74888 -0.45 1.53 1.25
C -3.12322 2.15067 -0.10417 -6.25 1.41 -0.61
C -4.18803 1.12498 -0.84629 -1.23 1.75 0.87
C -5.78275 1.37634 -1.05677 3.29 2.57 1.97
N -6.40676 2.64528 -0.58593 5.24 -1.14 0.42
C -5.48545 3.62766 0.05250 1.69 -0.99 -0.06
C -3.89179 3.55631 0.38089 -2.65 -3.83 -2.53
H 0.17021 4.96809 3.22529 0.62 -1.66 -1.37
H 1.07176 3.31019 3.27944 -1.13 1.43 -1.61
H 1.13044 4.33628 1.64494 -1.20 -0.57 1.85
H -2.27676 4.25814 3.05526 0.49 -1.59 0.48
H -0.42931 3.27582 -1.84803 -0.43 0.76 1.94
H -1.04073 0.39152 2.72662 -0.37 -0.85 -1.87
H -0.33282 -0.76417 1.39286 -1.71 1.71 0.44
H -2.65792 -1.47166 2.45604 -0.04 1.26 -2.15
H -3.56465 -0.04380 1.62633 1.93 -1.36 -0.93
H 1.48773 2.16634 -1.63297 0.68 -1.43 1.64
H 2.08081 0.38151 -1.05173 -0.67 2.10 0.23
H 3.32308 3.08554 0.21034 0.10 -2.22 -1.19
H 3.88191 0.84313 1.38539 1.21 0.51 -2.36
H 4.41444 0.02874 -0.26778 0.25 2.04 1.19
H 5.46851 1.51386 0.46477 -1.99 -1.12 -0.23
H 3.90159 3.61698 -1.76257 0.01 -2.67 0.15
H -3.75858 0.08512 -1.23549 -0.95 2.53 0.93
H -6.44795 0.53491 -1.58051 1.51 2.28 1.34
H -6.00551 4.65125 0.38736 1.02 -2.60 -0.88
H -3.33560 4.45401 0.89868 -1.35 -2.05 -1.25
C -9.41145 -3.01134 7.32534 0.21 0.00 -0.31
C -8.80024 -4.02011 8.06952 0.31 -0.11 -0.23
C -7.67184 -4.67132 7.56864 -0.29 0.15 0.16
C -7.15969 -4.32100 6.31347 -0.49 0.11 0.45
C -7.78542 -3.32948 5.55883 -0.45 0.07 0.54
C -8.90732 -2.66482 6.07096 -0.12 -0.10 0.29
C -7.28357 -2.98627 4.21257 -0.56 1.09 -0.96
O -7.83052 -2.11293 3.55049 0.27 -0.57 0.48
C -6.11930 -3.71634 3.67262 0.39 -0.10 -0.52
C -5.66867 -3.44148 2.37484 0.23 -0.15 -0.11
C -4.56001 -4.11790 1.86139 -0.27 0.11 0.14
C -3.89423 -5.06129 2.64346 -0.23 0.01 0.34
C -4.34436 -5.34113 3.93455 0.09 0.06 -0.29
C -5.46527 -4.67402 4.44626 0.40 -0.13 -0.36
C -5.95514 -5.00280 5.79951 0.81 -0.99 0.64
O -5.37337 -5.83513 6.48578 -0.38 0.45 -0.32
H -10.28538 -2.49744 7.71965 0.16 -0.08 -0.09
H -9.20079 -4.29891 9.04165 0.09 0.04 -0.17
H -7.19682 -5.45429 8.15747 0.02 0.19 -0.28
H -9.39294 -1.88023 5.49335 0.25 -0.23 -0.01
H -6.18090 -2.70408 1.75883 0.06 -0.12 0.29
H -4.21498 -3.90669 0.85153 -0.04 0.06 0.23
H -3.02621 -5.58313 2.24641 -0.16 0.11 0.09
H -3.82248 -6.08242 4.53746 -0.26 0.21 -0.02
C 8.06870 -2.34354 -7.70938 -0.13 0.24 0.26
C 9.09478 -1.59330 -8.28324 0.00 0.33 0.22
C 9.37729 -0.31378 -7.80234 -0.05 -0.33 -0.15
C 8.62307 0.22257 -6.75164 0.07 -0.52 -0.41
C 7.58129 -0.51790 -6.19439 0.18 -0.51 -0.45
C 7.31079 -1.80885 -6.66662 0.18 -0.12 -0.25
C 6.74729 0.05707 -5.11925 -1.23 -0.69 0.75
O 5.83422 -0.59408 -4.62677 0.65 0.35 -0.38
C 7.02381 1.43036 -4.65267 -0.15 0.59 0.39
C 6.20459 2.00916 -3.67455 0.01 0.09 0.07
C 6.46721 3.30258 -3.21804 0.12 -0.18 -0.22
C 7.55112 4.01628 -3.72858 0.13 -0.32 -0.29
C 8.36550 3.44428 -4.70707 -0.15 0.13 0.18
C 8.09505 2.15219 -5.17688 -0.03 0.47 0.29
C 8.94066 1.56971 -6.23754 1.03 0.88 -0.40
O 9.89069 2.19806 -6.69011 -0.47 -0.38 0.18
H 7.85447 -3.34433 -8.07798 0.02 0.18 0.08
H 9.67719 -2.00515 -9.10443 -0.09 0.09 0.15
H 10.18320 0.26409 -8.25175 -0.23 -0.01 0.25
H 6.50783 -2.39815 -6.22727 0.14 0.30 0.00
H 5.35821 1.45752 -3.26843 0.28 0.14 -0.15
H 5.82670 3.75207 -2.46227 0.27 -0.26 -0.23
H 7.76026 5.02108 -3.36794 -0.02 -0.18 -0.08
H 9.20700 4.00936 -5.10450 -0.17 -0.28 -0.02
```
Positions in Å, forces in eV/Å.

Calculated values
Net charge   -1
2S+1   1
LUMO level   0.45 eV
DFT total energy   -71935.70559 eV

Record 3
This record from OMol25 describes C39H36EuF3I2N6O2S3 as an isolated structure. The level of theory is the ωB97M-V functional and the def2-TZVPD basis.

Geometry as XYZ:
```
92
Properties=species:S:1:pos:R:3:forces:R:3
Eu 3.02084 1.14259 -1.20032 -0.86 -0.56 -0.37
I 2.84675 4.39571 -1.27504 -0.70 0.45 0.01
C 3.20766 4.35042 -3.40048 0.69 -0.33 1.16
I 5.23074 3.68839 -3.49176 -0.13 -0.11 -0.59
H 3.11570 5.34318 -3.74812 0.21 1.06 -0.24
H 2.50159 3.71994 -3.89798 -0.01 -0.71 -0.06
N 0.53943 1.27264 -0.89159 -0.81 -0.49 -0.47
S -0.86619 0.90742 -1.15171 2.03 0.04 -0.45
N -1.79451 0.62067 0.15076 -0.40 0.96 0.07
S -1.37590 -0.57751 1.02927 -0.33 0.28 -0.13
N 0.04953 -1.08651 0.97479 0.66 -0.27 0.20
S 1.44339 -0.60815 1.72733 -0.13 -0.03 0.34
N 2.64730 -0.19408 1.03770 0.26 0.27 -1.49
C 1.00200 0.61220 2.96924 0.38 0.88 -0.42
C 0.86816 0.39071 4.35176 0.17 1.24 -0.99
C 0.82099 1.54820 5.14415 0.08 -0.37 -0.95
C 0.87957 2.81802 4.55940 -0.30 -0.66 2.07
C 1.02728 2.99212 3.22679 0.18 1.73 -1.91
C 1.11880 1.90672 2.39737 -0.51 -1.31 -0.08
C 1.65905 -2.01070 2.72442 -0.42 -0.65 0.70
C 2.91677 -2.13033 3.26084 0.61 -0.51 1.30
C 3.12718 -2.92219 4.41837 -0.49 0.07 -1.07
C 2.05919 -3.60604 4.96648 -0.62 0.34 -0.59
C 0.80599 -3.53140 4.35305 0.07 -0.04 -0.17
C 0.59225 -2.74818 3.23639 -0.23 0.08 0.18
C -2.35031 -1.91691 0.46555 -0.18 -0.34 0.25
C -1.81891 -3.05830 -0.11619 -0.22 -0.21 0.35
C -2.71298 -3.99190 -0.62250 0.22 -1.06 -1.01
C -4.09307 -3.77973 -0.59235 0.18 -0.04 -0.18
C -4.58512 -2.60537 -0.03074 0.63 -0.28 -0.22
C -3.71342 -1.66933 0.49670 0.07 -1.48 -0.65
C -2.01466 -0.11528 2.63066 0.28 -0.68 -0.47
C -2.02000 1.21780 2.90855 -0.52 2.08 -0.40
C -2.59751 1.73600 4.10017 0.78 -0.90 -0.82
C -3.16514 0.81180 4.94999 0.20 -1.34 -0.18
C -3.06174 -0.57734 4.66276 -0.30 0.24 0.02
C -2.46152 -1.08240 3.51968 -0.35 -0.31 0.07
C -1.73412 2.07643 -2.11797 -0.09 0.67 -0.47
C -0.99132 2.65646 -3.14234 0.73 0.16 0.01
C -1.61742 3.63446 -3.91434 -0.78 -0.71 0.64
C -2.93892 4.00125 -3.63582 0.11 0.31 -0.15
C -3.66740 3.41778 -2.61927 0.73 0.20 -0.25
C -3.04233 2.42784 -1.90314 -0.38 -0.73 1.17
C -1.17615 -0.56996 -2.13558 -0.39 0.01 -0.16
C -0.13034 -1.43655 -2.19813 1.45 -0.12 0.22
C -0.19271 -2.63194 -2.89240 -0.52 0.26 -0.54
C -1.37017 -2.90781 -3.57752 0.93 -0.50 -0.38
C -2.42744 -2.02099 -3.55068 -0.02 -0.31 -0.13
C -2.35789 -0.86523 -2.80481 0.28 -0.15 0.16
H 0.82335 -0.60656 4.75696 0.03 -0.06 0.15
H 0.78290 1.45488 6.20675 -0.18 -0.02 0.53
H 0.77958 3.66146 5.21732 0.14 0.32 0.13
H 1.09112 4.01521 2.77260 -0.13 -1.01 0.61
H 1.17817 2.02267 1.30232 0.09 -0.15 0.66
H 3.69942 -1.53009 2.82880 0.25 0.02 0.02
H 4.09647 -3.05093 4.85592 0.41 0.25 0.05
H 2.13772 -4.18191 5.86262 0.31 -0.30 0.38
H -0.03598 -4.07763 4.73703 -0.11 -0.22 0.29
H -0.42568 -2.67426 2.84755 0.60 0.00 -0.09
H -0.75318 -3.22852 -0.20289 -0.10 0.15 0.19
H -2.28931 -4.88233 -1.16221 -0.57 0.93 0.75
H -4.79126 -4.48570 -1.06271 0.46 0.25 0.31
H -5.62714 -2.39722 -0.07259 -0.68 0.11 0.13
H -4.10073 -0.77775 0.87349 -0.45 1.38 0.64
H -1.68378 1.86585 2.06866 -0.21 -0.23 1.08
H -2.54423 2.79015 4.33987 -0.20 -0.04 -0.20
H -3.70975 1.06794 5.84844 0.13 0.29 0.00
H -3.55437 -1.27094 5.31938 0.02 -0.15 0.34
H -2.42444 -2.16995 3.26959 -0.19 1.10 0.40
H 0.07113 2.35392 -3.26280 -0.80 0.30 -0.20
H -1.13496 4.08157 -4.74404 0.60 0.37 -0.54
H -3.44299 4.78484 -4.17950 0.26 0.15 -0.35
H -4.63012 3.81368 -2.36318 -0.43 -0.24 0.03
H -3.52362 1.89087 -1.11013 -0.52 0.05 0.40
H 0.76029 -1.09168 -1.68609 0.24 -0.35 -0.04
H 0.66054 -3.28007 -3.01794 0.12 -0.03 0.24
H -1.39693 -3.78864 -4.22178 -0.19 0.20 0.24
H -3.27234 -2.25402 -4.17313 -0.44 0.14 0.08
H -3.20506 -0.23410 -2.76286 -0.65 0.76 0.00
N 5.22133 -0.21508 -2.20543 -0.19 1.00 0.78
N 6.14180 -0.06339 -1.12438 0.70 0.73 -0.75
H 5.36129 -1.04067 -2.71978 0.05 -1.42 -0.67
H 5.33268 0.53690 -2.87025 0.36 0.31 -0.14
H 7.10301 -0.41713 -1.26334 -0.98 0.19 -0.19
H 5.73198 -0.46071 -0.31986 -0.22 -0.66 0.93
F 4.09231 -0.47281 -5.03450 -0.50 0.50 -0.59
C 3.05641 0.17653 -5.68662 0.01 -0.93 -0.76
F 2.00968 -0.68619 -5.66734 0.49 0.39 0.14
F 3.38128 0.34680 -6.99187 0.14 -0.40 1.27
C 2.72656 1.51934 -5.00271 -1.06 -0.11 0.11
O 3.00619 2.50937 -5.65964 -0.02 0.18 0.40
O 2.09768 1.40169 -3.89112 1.16 0.12 0.27
```
Positions in Å, forces in eV/Å.

Calculated values
Net charge   +1
2S+1   8
Energy relative to the best compared isomer or geometry (same formula, charge and spin)   168.64 kJ/mol
LUMO level (alpha / beta)   -2.30 / -2.30 eV
DFT total energy   -130239.09286 eV